[1]
The following is a DFT calculation (the ωB97M-V functional and the def2-TZVPD basis) of C26H15MnN10O7SSe as an isolated structure.

XYZ file:
```
61
Properties=species:S:1:pos:R:3:nbo_charge:R:1
Mn 0.037 -0.088 -0.040 1.05
N -0.133 1.115 4.287 -0.79
C -0.199 0.997 2.931 0.30
S -1.288 -0.122 2.243 -0.31
N 0.588 1.853 2.282 -0.44
N 0.617 1.644 0.966 -0.17
C 1.282 2.484 0.243 -0.06
C 1.331 2.221 -1.175 0.16
C 1.880 3.107 -2.103 -0.24
C 1.801 2.809 -3.447 -0.17
C 1.167 1.633 -3.839 -0.26
C 0.660 0.795 -2.866 0.07
N 0.749 1.066 -1.559 -0.46
H -0.498 0.332 4.801 0.40
H 0.708 1.543 4.641 0.39
H 1.773 3.343 0.689 0.19
H 2.352 4.016 -1.751 0.22
H 2.223 3.480 -4.184 0.21
H 1.075 1.360 -4.880 0.22
H 0.175 -0.142 -3.109 0.23
O 3.189 -2.142 1.666 -0.69
C 2.371 -1.809 0.813 0.78
O 1.554 -0.835 0.945 -0.78
C 2.358 -2.606 -0.487 -0.28
C 3.382 -3.500 -0.671 -0.10
C 3.478 -4.272 -1.831 -0.09
C 2.529 -4.171 -2.825 -0.12
C 1.470 -3.310 -2.643 -0.12
C 1.338 -2.453 -1.488 0.51
O 0.389 -1.625 -1.410 -0.74
N 0.485 -3.268 -3.712 0.53
O -0.674 -3.008 -3.442 -0.39
O 0.860 -3.556 -4.843 -0.43
N 4.577 -5.200 -2.000 0.54
O 5.452 -5.218 -1.151 -0.41
O 4.653 -5.820 -3.052 -0.43
H 4.118 -3.587 0.115 0.27
H 2.599 -4.765 -3.723 0.26
Se -7.922 -0.678 -1.667 0.87
N -6.745 0.664 -1.594 -0.61
C -5.588 0.142 -1.297 0.12
C -4.367 0.930 -1.151 -0.05
C -4.354 2.313 -1.301 -0.13
C -3.162 2.979 -1.137 -0.25
C -2.019 2.241 -0.844 0.09
N -2.007 0.924 -0.707 -0.40
C -3.172 0.271 -0.845 0.18
C -3.156 -1.188 -0.645 0.26
N -1.977 -1.708 -0.338 -0.43
C -1.881 -3.011 -0.154 0.11
C -2.974 -3.870 -0.261 -0.24
C -4.204 -3.338 -0.580 -0.13
C -4.311 -1.964 -0.779 -0.13
C -5.562 -1.297 -1.116 0.15
N -6.699 -1.917 -1.269 -0.60
H -5.273 2.833 -1.535 0.23
H -3.098 4.054 -1.231 0.22
H -1.073 2.745 -0.702 0.21
H -0.894 -3.389 0.086 0.21
H -2.847 -4.931 -0.102 0.22
H -5.083 -3.961 -0.681 0.23
```

As for the total charge: -1. The energy above the lowest of the compared OMol25 structures with the same formula, charge and spin is 0.683 eV. As for the electronic energy: -163939.317 eV. The calculation puts the LUMO energy (spin up / spin down) at 1.06 / 1.06 eV. As for the spin multiplicity: 2.

---

[2]
The following is a DFT calculation (the ωB97M-V functional and the def2-TZVPD basis) of one molecule with the formula C6H8N4S.

XYZ file:
```
19
Properties=species:S:1:pos:R:3:nbo_charge:R:1
C 1.998 2.234 0.163 -0.11
C 2.614 0.916 0.072 0.06
C 0.001 1.324 -0.095 0.18
C 0.487 0.031 0.042 0.29
C -2.225 0.495 -0.357 0.04
C 0.271 -2.343 0.484 -0.44
N 0.719 2.374 0.030 -0.38
N 1.883 -0.178 0.060 -0.45
N -1.379 1.486 -0.163 -0.45
N -0.303 -0.984 0.209 -0.56
S -3.956 0.806 0.105 -0.02
H 2.470 3.088 0.588 0.19
H 3.686 0.807 -0.044 0.19
H -2.045 -0.393 -0.865 0.26
H -0.388 -3.091 0.008 0.19
H 1.319 -2.430 0.375 0.22
H 0.156 -2.525 1.627 0.18
H -1.629 2.384 0.167 0.43
H -4.161 -0.482 0.614 0.17
```

As for the total charge: 0. The energy above the lowest of the compared OMol25 structures with the same formula, charge and spin is 2.045 eV. As for the electronic energy: -23144.206 eV. The calculation puts the LUMO energy (spin up / spin down) at -0.57 / -0.57 eV.

---

[3]
The following is a DFT calculation (the ωB97M-V functional and the def2-TZVPD basis) of one molecule with the formula C7H9FO.

XYZ file:
```
18
Properties=species:S:1:pos:R:3:nbo_charge:R:1
C 1.874 -0.758 0.141 -0.57
C 0.688 0.202 0.512 -0.25
C 3.105 -0.384 0.319 0.73
C 0.220 1.164 -0.569 0.21
C -0.702 0.164 -0.099 -0.09
C -1.780 0.555 0.846 -0.59
C -1.032 -0.982 -1.034 -0.61
O 4.234 0.006 0.472 -0.47
F 0.078 2.489 -0.333 -0.34
H 1.693 -1.852 0.286 0.27
H 0.610 0.523 1.583 0.24
H 0.581 0.980 -1.585 0.18
H -1.884 -0.143 1.659 0.21
H -2.666 0.643 0.323 0.22
H -1.554 1.521 1.383 0.22
H -1.417 -1.821 -0.550 0.21
H -0.248 -1.294 -1.548 0.21
H -1.800 -1.014 -1.805 0.22
```

As for the total charge: 0. The energy above the lowest of the compared OMol25 structures with the same formula, charge and spin is 2.473 eV. As for the electronic energy: -12166.971 eV. The calculation puts the LUMO energy at 0.68 eV. As for the SMILES: CC1(C)[C@@H](F)[C@@H]1C=C=O.

---

[4]
The following is a DFT calculation (the ωB97M-V functional and the def2-TZVPD basis) of a 5-piece molecular cluster, C24H56NO9P overall.

XYZ file:
```
91
Properties=species:S:1:pos:R:3:mulliken_charge:R:1
C 4.194 -2.185 0.599 -0.61
C 4.520 -2.270 -0.972 -0.72
P 3.239 -1.223 -1.873 0.08
C 3.625 -1.190 -3.727 -0.58
C 3.991 0.299 -4.200 -0.86
C 1.541 -2.046 -1.564 0.54
O 1.581 -3.152 -1.022 -0.43
O 0.452 -1.347 -2.030 -0.31
C -0.665 -1.205 -1.153 1.03
C -1.793 -2.261 -1.680 -0.62
C -1.266 -3.704 -1.993 -0.64
N -1.265 -4.593 -0.778 -0.38
C -1.398 0.176 -1.544 -1.13
O -2.751 0.209 -1.063 -0.24
O -2.854 1.176 -0.050 -0.33
C -0.538 -1.492 0.358 -0.49
C 0.559 -0.475 1.123 0.52
C 1.315 0.629 0.124 -0.71
O 0.164 0.940 1.215 -0.48
H 3.193 -1.716 0.795 -0.06
H 4.151 -3.248 0.970 0.17
H 5.039 -1.648 1.110 0.32
H 4.341 -3.349 -1.283 0.36
H 5.572 -1.975 -1.229 0.41
H 4.575 -1.801 -3.857 0.35
H 2.798 -1.635 -4.360 0.39
H 5.121 0.423 -4.196 0.30
H 3.655 0.503 -5.256 0.30
H 3.587 1.088 -3.503 0.20
H -2.545 -2.305 -0.828 0.07
H -2.333 -1.843 -2.588 0.52
H -0.290 -3.760 -2.563 0.19
H -2.031 -4.188 -2.686 0.46
H -0.421 -4.439 -0.220 -0.07
H -1.155 -5.536 -1.181 0.28
H -1.407 0.178 -2.680 0.42
H -0.859 1.095 -1.207 0.40
H -3.809 1.182 0.153 0.30
H -1.476 -1.187 0.918 0.51
H -0.196 -2.523 0.635 -0.23
H 1.199 -0.935 1.989 0.54
H 1.593 1.705 0.334 0.11
H 2.315 0.250 0.602 0.14
C -6.452 -3.202 0.537 -1.04
C -5.827 -4.030 1.649 0.31
C -4.850 -3.204 2.471 -0.63
O -5.146 -5.148 1.084 -0.55
H -5.686 -2.835 -0.153 0.14
H -7.143 -3.811 -0.052 0.31
H -6.998 -2.346 0.941 0.36
H -6.611 -4.425 2.299 0.30
H -4.029 -2.836 1.846 -0.20
H -4.400 -3.813 3.258 0.31
H -5.347 -2.347 2.932 0.37
H -4.448 -4.810 0.507 0.33
C 2.120 5.304 1.446 -1.20
C 2.453 5.009 -0.009 0.39
C 2.235 6.233 -0.884 -1.02
O 1.635 3.938 -0.477 -0.47
H 1.070 5.591 1.554 0.19
H 2.271 4.413 2.061 0.33
H 2.744 6.110 1.839 0.40
H 3.493 4.681 -0.088 0.25
H 1.189 6.551 -0.854 0.04
H 2.468 6.005 -1.927 0.34
H 2.862 7.067 -0.560 0.40
H 0.714 4.216 -0.412 0.30
C -0.973 9.897 1.333 -1.42
C -0.378 9.060 0.211 0.50
C -1.024 9.388 -1.126 -1.27
O -0.563 7.675 0.502 -0.47
H -2.044 9.701 1.440 0.35
H -0.507 9.644 2.288 0.34
H -0.831 10.964 1.147 0.38
H 0.698 9.237 0.152 0.25
H -2.097 9.174 -1.103 0.33
H -0.596 8.772 -1.920 0.33
H -0.884 10.440 -1.385 0.38
H -1.511 7.506 0.557 0.30
C -0.181 -7.100 2.584 -1.36
C 0.494 -5.738 2.622 0.54
C 1.651 -5.666 1.637 -1.11
O 0.974 -5.481 3.940 -0.58
H 0.523 -7.891 2.861 0.36
H -1.003 -7.141 3.303 0.36
H -0.577 -7.318 1.589 0.31
H -0.238 -4.960 2.387 0.16
H 2.418 -6.408 1.881 0.53
H 2.132 -4.686 1.682 0.19
H 1.310 -5.841 0.614 0.27
H 1.621 -6.163 4.158 0.35
```

As for the total charge: 0. As for the electronic energy: -54991.392 eV. The calculation puts the LUMO energy at 0.56 eV. As for the SMILES: CCP(CC)C(=O)O[C@](CCN)(COO)C[C@H]1CO1.CC(C)O.CC(C)O.CC(C)O.CC(C)O.

---

[5]
The following is a DFT calculation (the ωB97M-V functional and the def2-TZVPD basis) of one molecule with the formula C3H6ClNS.

XYZ file:
```
12
Properties=species:S:1:pos:R:3:nbo_charge:R:1
C -1.703 -0.318 0.851 -0.34
C -0.413 0.200 1.365 -0.61
C 2.721 0.280 -1.295 -0.08
H -1.926 -1.369 0.824 0.23
H -2.474 0.393 1.402 0.22
H -0.462 1.255 1.357 0.25
H -0.552 0.056 2.412 0.25
H 3.368 0.964 -2.025 0.18
H 2.992 -0.763 -1.443 0.16
N 1.944 0.771 -0.456 -0.47
S 1.079 -0.455 0.659 0.32
Cl -2.085 0.022 -0.906 -0.11
```

As for the total charge: 0. The energy above the lowest of the compared OMol25 structures with the same formula, charge and spin is 2.501 eV. As for the electronic energy: -28053.864 eV. The calculation puts the LUMO energy at 0.77 eV. As for the SMILES: C=NSCCCl.

---

[6]
The following is a DFT calculation (the ωB97M-V functional and the def2-TZVPD basis) of one molecule with the formula C4H9NO2.

XYZ file:
```
16
Properties=species:S:1:pos:R:3:nbo_charge:R:1
C 0.278 0.411 -2.108 -0.62
C -0.354 0.510 -0.730 0.11
O -1.332 -0.518 -0.651 -0.73
C 0.708 0.346 0.373 -0.53
C 0.049 0.031 1.703 0.67
O -0.518 0.882 2.367 -0.62
N 0.107 -1.281 2.082 -0.82
H 0.704 -0.592 -2.243 0.21
H 1.077 1.152 -2.221 0.21
H -0.472 0.575 -2.887 0.22
H -0.837 1.490 -0.603 0.17
H -1.931 -0.302 0.075 0.48
H 1.414 -0.443 0.092 0.21
H 1.267 1.280 0.486 0.24
H -0.460 -1.551 2.873 0.40
H 0.299 -1.990 1.391 0.40
```

As for the total charge: 0. The energy above the lowest of the compared OMol25 structures with the same formula, charge and spin is 0.405 eV. As for the electronic energy: -9879.655 eV. The calculation puts the LUMO energy at 0.84 eV. As for the SMILES: C[C@@H](O)CC(N)=O.

---

[7]
The following is a DFT calculation (the ωB97M-V functional and the def2-TZVPD basis) of H16HeO8 as an isolated structure.

XYZ file:
```
25
Properties=species:S:1:pos:R:3:nbo_charge:R:1
He -0.212 0.121 1.281 0.00
O 2.698 0.497 0.422 -0.99
H 1.994 0.049 -0.047 0.49
H 2.857 1.292 -0.087 0.48
O -0.892 -2.822 0.017 -0.98
H -1.298 -3.605 -0.357 0.48
H -1.623 -2.326 0.385 0.50
O 2.933 -0.530 2.922 -0.97
H 2.712 -0.017 2.144 0.49
H 3.409 -1.288 2.583 0.46
O -2.666 -0.811 0.869 -0.99
H -2.898 -1.133 1.740 0.47
H -2.770 0.139 0.930 0.51
O -1.228 1.980 -1.384 -0.95
H -1.237 2.608 -2.105 0.48
H -1.586 1.176 -1.761 0.48
O 1.135 -1.082 -1.068 -0.98
H 0.494 -1.698 -0.716 0.52
H 1.867 -1.631 -1.350 0.48
O -2.672 1.905 1.023 -0.96
H -1.852 1.954 0.533 0.50
H -2.490 2.361 1.844 0.48
O 1.407 1.081 -2.823 -0.97
H 1.342 0.258 -2.339 0.48
H 0.575 1.524 -2.657 0.46
```

As for the total charge: 0. The energy above the lowest of the compared OMol25 structures with the same formula, charge and spin is 0.000 eV. As for the electronic energy: -16719.301 eV. The calculation puts the LUMO energy at 0.25 eV.

---

[8]
The following is a DFT calculation (the ωB97M-V functional and the def2-TZVPD basis) of C21H26Cl3N5O3S2W as an isolated structure.

XYZ file:
```
61
Properties=species:S:1:pos:R:3:nbo_charge:R:1
W 0.215 -0.778 0.526 1.46
Cl -5.580 0.672 4.791 0.08
C -4.396 0.142 3.660 -0.02
C -3.138 0.733 3.672 -0.23
C -2.213 0.286 2.754 -0.08
Cl -0.605 0.956 2.703 0.10
C -2.500 -0.719 1.837 0.27
O -1.548 -1.126 0.963 -0.65
C -3.766 -1.294 1.847 -0.07
Cl -4.130 -2.536 0.718 0.07
C -4.715 -0.863 2.760 -0.22
H -2.899 1.511 4.382 0.26
H -5.697 -1.312 2.767 0.26
N -0.377 0.742 -1.027 -0.81
C 0.379 1.995 -0.826 -0.17
C 0.498 2.892 -2.049 -0.42
C 1.286 2.274 -3.222 -0.42
C 2.294 3.240 -3.829 -0.22
N 3.321 3.552 -2.838 -0.58
C 4.511 4.059 -3.106 0.68
N 5.449 4.074 -2.154 -0.76
N 4.794 4.541 -4.316 -0.77
C 1.743 1.601 -0.252 0.82
O 2.729 2.289 -0.374 -0.61
O 1.743 0.453 0.399 -0.71
H -0.160 0.317 -1.930 0.41
H -1.378 0.919 -1.020 0.42
H -0.127 2.542 -0.026 0.25
H 0.975 3.816 -1.714 0.24
H -0.504 3.177 -2.372 0.24
H 0.607 1.962 -4.015 0.24
H 1.824 1.374 -2.904 0.21
H 1.782 4.155 -4.142 0.21
H 2.761 2.788 -4.707 0.22
H 3.153 3.223 -1.885 0.45
H 5.268 3.650 -1.259 0.43
H 6.273 4.644 -2.241 0.43
H 4.072 4.690 -4.999 0.43
H 5.718 4.866 -4.543 0.43
C 0.950 -3.415 -3.538 -0.22
C -0.314 -3.359 -2.962 -0.19
C -0.531 -2.624 -1.806 -0.27
C 0.527 -1.953 -1.172 -0.38
C 1.793 -2.008 -1.772 -0.23
C 1.998 -2.727 -2.947 -0.20
H 1.113 -3.988 -4.441 0.23
H -1.140 -3.890 -3.418 0.23
H -1.528 -2.605 -1.379 0.22
H 2.643 -1.516 -1.309 0.21
H 2.987 -2.762 -3.387 0.22
S 1.338 -2.091 2.168 -0.02
C 1.588 -3.768 1.801 0.00
N 2.120 -4.530 2.729 -0.52
C 2.492 -5.892 2.338 -0.23
C 1.585 -6.219 1.160 -0.53
S 1.225 -4.616 0.355 0.43
H 2.409 -4.123 3.609 0.44
H 2.340 -6.573 3.172 0.24
H 3.546 -5.900 2.055 0.22
H 0.642 -6.659 1.477 0.24
H 2.065 -6.879 0.442 0.26
```

As for the total charge: +2. As for the electronic energy: -96845.630 eV. The calculation puts the LUMO energy (spin up / spin down) at -5.50 / -5.56 eV.

---

Question: What is the electronic energy in the third record?
Answer: -12166.971 eV

---

Question: What is the formula in the seventh record?
Answer: H16HeO8

---

Question: Number 4 is which compound?
Answer: C24H56NO9P

---

Question: Which of these has the highest total charge?
Answer: C21H26Cl3N5O3S2W